{"formula": "C32H28N3O4S2", "method": "ωB97M-V with the def2-TZVPD basis set", "species": ["C", "C", "C", "N", "C", "C", "C", "C", "C", "N", "C", "C", "H", "H", "H", "H", "H", "H", "H", "C", "N", "C", "C", "C", "C", "C", "C", "C", "S", "C", "C", "C", "C", "C", "C", "O", "O", "S", "C", "C", "C", "C", "C", "C", "O", "O", "C", "C", "H", "H", "H", "H", "H", "H", "H", "H", "H", "H", "H", "H", "H", "H", "H", "H", "H", "H", "H", "H", "H"], "positions_angstrom": [[-0.9563, 3.4929, 0.5362], [-1.6986, 2.2240, 0.2785], [-1.7734, 1.8250, -1.0733], [-1.8026, 1.5711, -2.2207], [-2.8476, 1.9480, 1.1326], [-2.7898, 2.2159, 2.5315], [-3.8441, 1.8666, 3.3653], [-5.0106, 1.2913, 2.8408], [-6.0854, 0.9076, 3.7175], [-6.9574, 0.6012, 4.4380], [-5.1127, 1.0817, 1.4610], [-4.0576, 1.4089, 0.6129], [-1.0901, 3.8508, 1.5579], [0.1145, 3.3761, 0.3490], [-1.3344, 4.2683, -0.1519], [-1.9015, 2.6933, 2.9572], [-3.7709, 2.0374, 4.4421], [-6.0269, 0.6524, 1.0467], [-4.1687, 1.2639, -0.4667], [-3.8420, -4.7375, -0.8309], [-2.4484, -4.4847, -1.1299], [-1.8241, -5.4534, -2.0093], [-1.7906, -3.3852, -0.6600], [-0.3717, -3.3080, -0.6821], [0.2804, -2.1488, -0.3113], [-0.4398, -0.9589, -0.0109], [0.2099, 0.3278, 0.1634], [1.4223, 0.6090, -0.3950], [2.6269, 1.6628, 0.3988], [3.2131, 0.8213, 1.8664], [2.6539, 1.1381, 3.1087], [3.1938, 0.5769, 4.2667], [4.2960, -0.2800, 4.1841], [4.8335, -0.6087, 2.9360], [4.2863, -0.0676, 1.7711], [3.7735, 1.7494, -0.4810], [1.9829, 2.8690, 0.8765], [2.0225, -0.2384, -1.8827], [2.8854, 0.9428, -2.9315], [4.2059, 0.6951, -3.2966], [4.8611, 1.6081, -4.1229], [4.1896, 2.7452, -4.5800], [2.8524, 2.9608, -4.2286], [2.1817, 2.0400, -3.4224], [3.0459, -1.1626, -1.4188], [0.8845, -0.7031, -2.6433], [-1.8271, -1.0995, 0.1678], [-2.4995, -2.2659, -0.1456], [-4.1328, -4.2508, 0.1045], [-4.5008, -4.3772, -1.6355], [-3.9950, -5.8192, -0.7306], [-0.9772, -5.0081, -2.5423], [-1.4704, -6.3353, -1.4529], [-2.5670, -5.7974, -2.7415], [0.2207, -4.1664, -0.9946], [1.3626, -2.1861, -0.2072], [-0.1532, 1.0133, 0.9345], [1.8132, 1.8280, 3.1584], [2.7512, 0.8244, 5.2309], [4.7343, -0.6924, 5.0936], [5.6855, -1.2831, 2.8575], [4.6843, -0.3249, 0.7910], [4.7126, -0.1911, -2.9194], [5.9002, 1.4226, -4.3938], [4.7082, 3.4674, -5.2123], [2.3184, 3.8432, -4.5790], [1.1323, 2.1611, -3.1530], [-2.3880, -0.2465, 0.5359], [-3.5835, -2.3020, -0.0556]], "forces_ev_per_a": [[0.67, 0.39, -0.48], [-2.09, -0.10, 0.47], [-0.35, 0.30, -1.61], [0.07, 0.20, 1.54], [0.80, 0.27, -0.76], [-0.54, -0.12, 0.27], [0.52, 0.29, -0.14], [-0.31, -0.21, 0.31], [-1.29, -0.39, 1.08], [1.58, 0.54, -1.32], [0.42, 0.00, -0.61], [-0.57, -0.27, 0.50], [0.07, -0.02, -0.13], [-0.29, 0.27, 0.06], [0.13, 0.05, 0.25], [-0.35, -0.33, -0.13], [-0.03, -0.03, -0.33], [0.21, 0.16, 0.13], [0.14, 0.02, 0.41], [0.04, 0.10, -0.09], [-0.27, -0.59, -0.12], [0.03, 0.05, 0.20], [0.38, 0.94, 0.07], [-0.42, 0.01, 0.17], [-0.39, 0.41, 0.06], [-0.54, -0.73, 0.03], [1.57, -0.63, 1.07], [0.44, 0.26, -0.72], [-0.21, 0.18, -0.25], [-0.02, -0.23, 0.36], [0.12, -0.15, -0.16], [0.08, -0.03, -0.20], [-0.13, 0.08, -0.19], [-0.21, 0.14, -0.02], [-0.11, 0.05, 0.06], [-0.40, 0.05, 0.39], [0.51, -0.56, -0.05], [0.25, -0.08, 0.28], [-0.28, 0.10, -0.12], [-0.07, 0.14, 0.08], [-0.25, -0.06, 0.04], [-0.14, -0.06, 0.15], [0.03, -0.19, 0.01], [0.23, -0.05, 0.12], [-0.14, -0.02, -0.41], [0.64, 0.19, 0.33], [0.16, 0.07, -0.11], [0.29, -0.43, -0.08], [0.05, -0.20, -0.17], [0.00, -0.01, 0.13], [0.00, 0.18, 0.06], [-0.25, -0.09, 0.07], [0.03, 0.07, -0.12], [0.20, 0.10, 0.07], [-0.15, 0.15, 0.25], [-0.22, 0.20, -0.29], [0.21, -0.44, -0.07], [0.21, -0.12, -0.03], [0.16, -0.08, -0.20], [-0.13, 0.08, -0.24], [-0.21, 0.14, 0.07], [-0.07, 0.12, 0.19], [-0.14, 0.24, -0.01], [-0.25, 0.11, 0.01], [-0.14, -0.19, 0.17], [0.17, -0.20, 0.02], [0.18, 0.08, -0.06], [0.07, -0.27, -0.23], [0.29, 0.12, -0.01]], "nbo_charge": [-0.607, -0.423, 0.303, -0.468, 0.020, -0.273, -0.137, -0.291, 0.312, -0.402, -0.161, -0.228, 0.198, 0.240, 0.191, 0.209, 0.210, 0.212, 0.222, -0.402, -0.417, -0.402, 0.226, -0.300, -0.138, -0.089, -0.045, -0.726, 2.184, -0.341, -0.173, -0.222, -0.204, -0.226, -0.124, -0.946, -0.944, 2.159, -0.295, -0.171, -0.222, -0.210, -0.217, -0.137, -0.977, -0.909, -0.136, -0.298, 0.215, 0.186, 0.192, 0.219, 0.180, 0.195, 0.208, 0.232, 0.268, 0.242, 0.215, 0.210, 0.211, 0.243, 0.240, 0.209, 0.207, 0.213, 0.245, 0.235, 0.210], "charge": -1, "e_tot_ev": -67967.286}